Record 1
Density functional theory data (the ωB97M-V functional and the def2-TZVPD basis) for a single C5H7NO molecule.

ORCA input file:
```
! wB97M-V def2-TZVPD RIJCOSX def2/J DEFGRID3
* xyz 0 1
O -1.068 2.220 -0.337
C -0.922 0.872 -0.652
C 0.470 0.231 -0.727
C 0.650 0.253 0.808
C 0.852 -1.454 0.575
N -0.193 -1.115 -0.418
C -0.832 -0.090 0.528
H -0.712 2.741 -1.067
H -1.604 0.524 -1.447
H 1.237 0.320 -1.500
H 1.386 -0.198 1.451
H 1.811 -1.803 0.153
H 0.536 -2.123 1.393
H -1.610 -0.376 1.238
*
```

Output
HOMO energy = -7.828 eV
energy above the lowest of the compared OMol25 structures with the same formula, charge and spin = 683.5 kJ/mol
HOMO-LUMO gap = 0.31997 hartree

Here are the Löwdin charges for atoms 1 to 2, given in e: atom 1 (O): 0.0031, atom 2 (C): -0.3085

---

Record 2
Density functional theory data (the ωB97M-V functional and the def2-TZVPD basis) for a single C5H10O2 molecule.

ORCA input file:
```
! wB97M-V def2-TZVPD RIJCOSX def2/J DEFGRID3
* xyz 0 1
C 2.070 -0.132 -0.494
C 0.796 0.284 0.207
O 0.036 1.116 -0.664
C -1.284 1.199 -0.142
C -1.562 -0.104 0.584
C -0.183 -0.835 0.549
O -0.380 -1.746 -0.507
H 2.633 0.754 -0.796
H 1.856 -0.723 -1.387
H 2.697 -0.737 0.166
H 1.047 0.832 1.129
H -1.960 1.383 -0.974
H -1.380 2.033 0.555
H -1.813 0.055 1.613
H -2.388 -0.656 0.117
H 0.178 -1.463 1.387
H -0.364 -1.261 -1.342
*
```

Output
SMILES string = C[C@H]1OCC[C@H]1O
HOMO energy = -9.590 eV
energy above the lowest of the compared OMol25 structures with the same formula, charge and spin = 149.7 kJ/mol
HOMO-LUMO gap = 0.39031 hartree

Here are the Löwdin charges for atoms 1 to 2, given in e: atom 1 (C): -0.0243, atom 2 (C): -0.3592

---

Record 3
Density functional theory data (the ωB97M-V functional and the def2-TZVPD basis) for a molecular structure, C35H39BrEuN4OP.

ORCA input file:
```
! wB97M-V def2-TZVPD RIJCOSX def2/J DEFGRID3
* xyz 1 8
Eu 4.400 -3.857 17.957
Br 1.346 -1.118 11.226
C 1.797 -1.883 12.882
C 0.790 -2.511 13.715
C 1.048 -3.064 14.937
C 2.348 -3.006 15.503
O 2.589 -3.533 16.674
C 3.420 -2.448 14.615
C 4.744 -2.172 15.108
N 5.086 -1.932 16.385
C 6.112 -1.094 16.758
C 6.458 0.007 15.904
C 7.601 0.742 16.263
C 8.310 0.540 17.441
C 7.996 -0.530 18.304
C 8.836 -0.855 19.413
C 8.488 -1.984 20.145
C 7.328 -2.688 19.832
N 6.460 -2.341 18.853
C 6.803 -1.303 18.021
C 3.076 -1.856 13.371
H -0.203 -2.400 13.314
H 0.278 -3.571 15.545
H 5.560 -2.075 14.354
H 5.829 0.174 15.017
H 7.998 1.545 15.657
H 9.080 1.212 17.805
H 9.573 -0.133 19.753
H 9.171 -2.409 20.917
H 7.064 -3.664 20.265
H 3.878 -1.330 12.811
N 8.448 -8.575 16.133
C 7.545 -7.725 16.681
C 7.868 -6.341 16.785
C 6.969 -5.522 17.401
N 5.764 -5.935 17.840
C 5.488 -7.278 17.769
C 6.305 -8.195 17.199
H 9.234 -8.241 15.590
H 8.147 -9.517 16.051
H 8.863 -6.105 16.410
H 7.214 -4.463 17.669
H 4.535 -7.602 18.234
H 5.977 -9.229 17.137
C 2.244 -0.546 23.152
C 2.027 -1.897 22.373
C 3.230 -2.819 22.856
C 0.660 -2.487 22.723
P 2.371 -1.699 20.473
C 1.694 -3.215 19.779
C 0.306 -3.240 19.476
C -0.279 -4.456 19.076
C 0.482 -5.602 18.907
C 1.833 -5.616 19.195
C 2.425 -4.464 19.748
C 1.377 -0.135 19.798
C 1.064 -0.350 18.266
C 0.024 0.226 20.507
C 2.309 1.087 19.951
H 2.015 -0.672 24.245
H 1.645 0.289 22.769
H 3.289 -0.198 22.978
H 3.345 -2.580 23.937
H 4.181 -2.578 22.350
H 3.023 -3.883 22.727
H 0.570 -2.545 23.804
H 0.556 -3.494 22.337
H -0.196 -1.915 22.340
H -0.312 -2.349 19.679
H -1.341 -4.468 18.820
H -0.053 -6.491 18.530
H 2.425 -6.483 19.017
H 3.383 -4.606 20.230
H 1.498 0.508 17.717
H -0.025 -0.425 18.082
H 1.548 -1.253 17.919
H -0.711 -0.564 20.473
H -0.436 1.119 20.027
H 0.142 0.454 21.609
H 3.233 0.990 19.342
H 2.604 1.294 20.979
H 1.753 1.994 19.620
*
```

Output
HOMO energy (alpha / beta) = -9.543 / -9.657 eV
energy above the lowest of the compared OMol25 structures with the same formula, charge and spin = 114.2 kJ/mol
HOMO-LUMO gap (alpha / beta) = 0.23811 / 0.24245 hartree

Here are the Löwdin charges for atoms 1 to 2, given in e: atom 1 (Eu): 1.5896, atom 2 (Br): 0.7504

---

Record 4
Density functional theory data (the ωB97M-V functional and the def2-TZVPD basis) for a single C18H21FN8O molecule.

ORCA input file:
```
! wB97M-V def2-TZVPD RIJCOSX def2/J DEFGRID3
* xyz 0 1
C 0.271 -5.462 5.351
O -0.734 -4.421 5.461
C -0.833 -3.508 4.418
N -0.195 -3.736 3.267
C -0.255 -2.784 2.343
C -0.955 -1.585 2.456
N -1.018 -0.481 1.554
C -0.275 -0.211 0.405
N 0.066 -1.271 -0.302
C 0.891 -1.110 -1.372
C 1.431 0.109 -1.744
C 2.427 0.085 -2.937
C 2.899 1.511 -3.299
C 1.795 -0.529 -4.205
N 3.554 -0.693 -2.510
C 1.068 1.252 -0.988
C 0.169 1.078 0.071
C -0.171 2.226 0.921
N -1.288 2.208 1.609
C -1.654 3.318 2.292
C -2.906 3.286 3.088
N -0.820 4.345 2.451
C 0.287 4.169 1.776
N 1.125 5.198 1.921
N 0.634 3.265 0.946
C -1.726 -1.412 3.589
C -1.651 -2.352 4.622
F -2.332 -2.089 5.746
H 0.269 -6.032 6.284
H 0.034 -6.174 4.549
H 1.252 -5.011 5.165
H 0.292 -2.918 1.417
H -1.399 0.391 1.900
H 1.162 -1.994 -1.909
H 3.771 1.496 -3.954
H 3.223 2.050 -2.399
H 2.144 2.084 -3.751
H 2.502 -0.393 -5.074
H 0.823 -0.145 -4.492
H 1.677 -1.602 -4.059
H 4.321 -0.570 -3.169
H 3.828 -0.467 -1.527
H 1.454 2.239 -1.143
H -2.795 2.636 3.969
H -3.090 4.268 3.460
H -3.756 2.963 2.476
H 0.716 5.997 2.375
H 1.680 5.283 1.077
H -2.252 -0.486 3.777
*
```

Output
SMILES string = COc1ncc(Nc2ncc(C(C)(C)N)cc2-c2nc(C)nc(N)n2)cc1F
HOMO energy = -7.607 eV
energy above the lowest of the compared OMol25 structures with the same formula, charge and spin = 0.0 kJ/mol
HOMO-LUMO gap = 0.27586 hartree

Here are the Löwdin charges for atoms 1 to 2, given in e: atom 1 (C): -0.0680, atom 2 (O): -0.0833

---

Record 5
Density functional theory data (the ωB97M-V functional and the def2-TZVPD basis) for a single C12H11NO molecule.

ORCA input file:
```
! wB97M-V def2-TZVPD RIJCOSX def2/J DEFGRID3
* xyz 0 1
N 0.481 -2.678 0.420
C 0.159 -1.670 1.337
C 0.438 -1.790 2.682
C 0.154 -0.764 3.573
C -0.609 0.291 3.187
C -0.903 0.441 1.819
C -0.515 -0.481 0.889
O -1.009 -0.274 -0.376
C -0.265 0.425 -1.307
C 0.746 1.371 -0.965
C 1.392 2.108 -1.949
C 0.832 2.043 -3.201
C -0.218 1.105 -3.515
C -0.842 0.283 -2.583
H 0.228 -2.632 -0.578
H 1.404 -3.084 0.715
H 1.092 -2.664 3.006
H 0.448 -0.793 4.568
H -1.101 0.989 3.814
H -1.560 1.302 1.473
H 0.956 1.342 0.090
H 2.185 2.818 -1.747
H 1.174 2.755 -3.924
H -0.595 0.996 -4.488
H -1.740 -0.277 -2.665
*
```

Output
SMILES string = Nc1ccccc1Oc1ccccc1
HOMO energy = -8.111 eV
energy above the lowest of the compared OMol25 structures with the same formula, charge and spin = 117.2 kJ/mol
HOMO-LUMO gap = 0.33236 hartree

Here are the Löwdin charges for atoms 1 to 2, given in e: atom 1 (N): 0.0916, atom 2 (C): -0.2582

---

Record 6
Density functional theory data (the ωB97M-V functional and the def2-TZVPD basis) for a single C2H6N4S molecule.

ORCA input file:
```
! wB97M-V def2-TZVPD RIJCOSX def2/J DEFGRID3
* xyz 0 1
H 0.911 1.322 1.507
N 0.208 1.210 2.246
C -0.940 0.851 1.897
N -1.423 0.770 0.575
S -0.396 1.019 -0.716
C 0.349 -0.618 -1.039
N 1.281 -0.505 -2.000
N -0.024 -1.641 -0.382
H 0.573 -2.407 -0.617
H -1.671 0.629 2.660
H -2.272 0.272 0.403
H 1.456 0.333 -2.490
H 1.946 -1.236 -2.042
*
```

Output
SMILES string = [H]/N=C\NS/C(N)=N/[H]
HOMO energy = -9.349 eV
energy above the lowest of the compared OMol25 structures with the same formula, charge and spin = 73.6 kJ/mol
HOMO-LUMO gap = 0.36472 hartree

Here are the Löwdin charges for atoms 1 to 2, given in e: atom 1 (H): 0.0174, atom 2 (N): 0.0657

---

Record 7
Density functional theory data (the ωB97M-V functional and the def2-TZVPD basis) for a single C6H5NS molecule.

ORCA input file:
```
! wB97M-V def2-TZVPD RIJCOSX def2/J DEFGRID3
* xyz 0 1
N 2.545 2.455 0.012
C 2.352 1.317 -0.029
C 2.258 -0.123 0.005
C 1.024 -0.692 -0.007
C -0.220 -0.035 0.006
C -1.411 -0.658 -0.023
C -2.694 -0.026 0.008
S -3.021 1.588 -0.009
H 3.199 -0.652 -0.007
H 1.081 -1.792 0.032
H -0.218 1.063 -0.012
H -1.331 -1.747 -0.073
H -3.565 -0.698 0.097
*
```

Output
SMILES string = N#C/C=C\C=C\C=S
HOMO energy = -9.041 eV
energy above the lowest of the compared OMol25 structures with the same formula, charge and spin = 84.0 kJ/mol
HOMO-LUMO gap = 0.26502 hartree

Here are the Löwdin charges for atoms 1 to 2, given in e: atom 1 (N): 0.1561, atom 2 (C): -0.2356

---

Record 8
Density functional theory data (the ωB97M-V functional and the def2-TZVPD basis) for a molecular structure, C16H19BrF17NO6S.

ORCA input file:
```
! wB97M-V def2-TZVPD RIJCOSX def2/J DEFGRID3
* xyz 0 1
C 4.768 -4.036 -0.030
C 3.807 -3.287 -1.052
O 3.159 -3.994 -1.858
O 3.715 -1.882 -0.954
C 2.341 -1.418 -0.984
C 1.415 -2.000 0.182
C -0.157 -1.664 -0.069
C -0.954 -2.721 0.869
N -2.450 -2.611 0.699
Br -3.176 -3.163 2.381
S -3.029 -3.820 -0.434
O -4.264 -3.245 -1.049
O -2.012 -4.163 -1.476
F -3.370 -5.202 0.432
H 4.343 -5.073 0.229
H 4.839 -3.483 0.971
H 5.815 -4.226 -0.447
H 2.389 -0.281 -0.811
H 1.880 -1.528 -2.035
H 1.747 -1.483 1.157
H 1.467 -3.131 0.311
H -0.438 -1.767 -1.171
H -0.360 -0.593 0.273
H -0.659 -2.446 1.940
H -0.577 -3.793 0.679
C 1.294 3.233 -5.957
C 2.415 2.237 -6.332
C 2.081 0.747 -6.199
F 1.726 0.386 -4.953
F 3.168 -0.005 -6.514
F 3.530 2.556 -5.635
F 2.718 2.466 -7.645
O 1.298 3.785 -4.628
C 0.739 3.008 -3.590
C 1.785 2.515 -2.579
F 2.801 1.859 -3.171
F 1.224 1.652 -1.693
F 0.008 2.013 -4.126
F -0.143 3.812 -2.954
H 1.447 4.106 -6.597
H 0.304 2.860 -6.232
H 1.275 0.465 -6.883
H 2.210 3.353 -2.020
C -3.087 2.534 3.827
C -1.998 1.468 3.566
C -2.396 0.009 3.816
F -2.793 -0.228 5.076
F -1.333 -0.813 3.595
F -0.888 1.802 4.264
F -1.655 1.573 2.247
O -3.091 3.196 5.105
C -3.705 2.533 6.190
C -2.703 2.089 7.268
F -1.700 1.346 6.760
F -3.318 1.329 8.207
F -4.463 1.524 5.721
F -4.568 3.421 6.732
H -2.884 3.344 3.121
H -4.084 2.178 3.559
H -3.196 -0.299 3.136
H -2.260 2.956 7.763
*
```

Output
HOMO energy = -10.363 eV
HOMO-LUMO gap = 0.34997 hartree

Here are the Löwdin charges for atoms 1 to 2, given in e: atom 1 (C): -0.0089, atom 2 (C): -0.4311

---

Here are the calculated E numbers, same order: -324.4641, -346.9684, -5276.8870, -1311.6946, -593.8238, -696.9980, -684.4994, -5797.0633 (hartree).
Here are the calculated F_max numbers, same order: 2.81, 1.81, 2.47, 3.33, 3.73, 1.96, 3.21, 5.78 (eV/Å).